Entry 1:
The following is a quantum chemistry calculation of a cluster of 3 separate species, C2H8O2 in total, from the Open Molecules 2025 dataset.

As for the SMILES: C=C.O.O. As for the frontier orbital gap: 11.20 eV. The calculation puts the LUMO energy at 0.7 eV. For the highest occupied orbital energy, the calculation gives -10.524 eV. As for the charge: 0. Its largest force on an atom is 0.0177 Eh/bohr. The energy above the lowest of the compared OMol25 structures with the same formula, charge and spin comes out at 16.29 kcal/mol.

Element x y z (Å)
O (-1.004, -1.841, -0.322)
O (-2.093, 1.223, 1.482)
C (1.308, 0.304, -1.163)
C (2.277, 0.555, -0.296)
H (0.349, 0.797, -1.057)
H (-1.943, 0.576, 0.803)
H (2.113, 1.197, 0.561)
H (-0.514, -2.068, 0.495)
H (-1.229, 1.286, 1.913)
H (3.247, 0.074, -0.291)
H (1.400, -0.315, -2.042)
H (-0.383, -1.951, -1.062)

***

Entry 2:
The following is a quantum chemistry calculation of the molecule C10H15NO2S, from the Open Molecules 2025 dataset.

As for the SMILES: CCOCCCNC(=O)c1cccs1. As for the frontier orbital gap: 9.71 eV. The calculation puts the LUMO energy at 0.6 eV. For the highest occupied orbital energy, the calculation gives -9.084 eV. As for the charge: 0. Its largest force on an atom is 0.0136 Eh/bohr. The energy above the lowest of the compared OMol25 structures with the same formula, charge and spin comes out at 0.00 kcal/mol.

Element x y z (Å)
S (4.170, -1.672, -0.068)
O (-2.244, 1.329, -0.449)
O (2.891, 0.457, -1.608)
N (0.731, -0.095, -1.222)
C (3.887, -3.022, 0.946)
C (-1.064, 1.885, 0.092)
C (-0.108, 2.229, -1.048)
C (2.470, -1.403, -0.234)
C (2.561, -3.255, 1.148)
C (-3.148, 0.140, 1.513)
C (0.177, 1.022, -1.949)
C (2.067, -0.263, -1.073)
C (-3.322, 1.228, 0.453)
C (1.746, -2.327, 0.472)
H (-3.493, 2.198, 0.943)
H (-0.750, 0.700, -2.426)
H (4.717, -3.574, 1.340)
H (-0.549, 3.015, -1.661)
H (0.089, -0.665, -0.698)
H (2.178, -4.057, 1.753)
H (-2.334, 0.381, 2.192)
H (-0.581, 1.177, 0.783)
H (0.826, 2.595, -0.622)
H (-2.940, -0.815, 1.036)
H (0.671, -2.357, 0.515)
H (-4.064, 0.050, 2.091)
H (-4.186, 0.995, -0.175)
H (-1.305, 2.796, 0.661)
H (0.909, 1.307, -2.708)

***

Entry 3:
The following is a quantum chemistry calculation of the molecule C5H5FN2 at a distorted geometry, from the Open Molecules 2025 dataset.

As for the SMILES: [H]/N=C1\NC(=C)C=C1F. As for the frontier orbital gap: 8.52 eV. The calculation puts the LUMO energy at -0.2 eV. For the highest occupied orbital energy, the calculation gives -8.706 eV. As for the charge: 0. Its largest force on an atom is 0.1334 Eh/bohr. The energy above the lowest of the compared OMol25 structures with the same formula, charge and spin comes out at 74.40 kcal/mol.

Element x y z (Å)
F (-0.246, 1.833, 1.417)
N (0.670, -0.778, -0.674)
N (2.275, 0.427, 0.703)
C (1.094, 0.236, 0.074)
C (-0.181, 1.053, 0.325)
C (-0.775, -1.000, -0.770)
C (-1.684, -1.947, -1.132)
C (-1.166, 0.345, -0.196)
H (-2.352, 0.361, 0.171)
H (-2.742, -1.898, -0.793)
H (-1.604, -2.955, -1.709)
H (2.945, -0.328, 0.621)
H (1.629, -1.335, -1.045)

***

Entry 4:
The following is a quantum chemistry calculation of the molecule C3H5N3 at a distorted geometry, from the Open Molecules 2025 dataset.

As for the frontier orbital gap: 9.31 eV. The calculation puts the LUMO energy at 0.6 eV. For the highest occupied orbital energy, the calculation gives -8.738 eV. As for the charge: 0. Its largest force on an atom is 0.0295 Eh/bohr. The energy above the lowest of the compared OMol25 structures with the same formula, charge and spin comes out at 92.20 kcal/mol.

Element x y z (Å)
N (0.702, -0.758, 0.606)
N (-1.117, -0.254, -0.563)
N (0.088, 0.235, 0.033)
C (-0.116, -1.806, 0.542)
C (0.785, 1.481, -0.280)
C (-1.297, -1.558, -0.202)
H (1.576, 1.361, -1.033)
H (-2.012, 0.067, -0.191)
H (0.046, 2.195, -0.642)
H (1.234, 1.860, 0.644)
H (0.111, -2.723, 1.060)

***

Entry 5:
The following is a quantum chemistry calculation of a cluster of 6 separate species, C46H71F8N6O9PS2 in total, from the Open Molecules 2025 dataset.

As for the SMILES: C#Cc1cc(CCOCC(F)(F)F)c(P(O)(O)=S)c2c1Sc1ccc(C(F)(F)C(F)(F)F)c(CCCC)c1N2OC[C@@H](C)CC(C)C.CNC(C)=O.CNC(C)=O.CNC(C)=O.CNC(C)=O.CNC(C)=O. As for the frontier orbital gap: 8.35 eV. The calculation puts the LUMO energy at 0.0 eV. For the highest occupied orbital energy, the calculation gives -8.344 eV. As for the charge: 0. Its largest force on an atom is 0.0190 Eh/bohr.

Element x y z (Å)
S (-5.366, 1.260, 4.337)
S (0.445, 0.228, 0.663)
P (-3.879, 0.047, 4.152)
F (-5.241, -0.148, -3.171)
F (2.407, -2.850, 6.360)
F (-7.172, -0.625, -4.003)
F (-6.946, 1.067, -2.689)
F (-0.416, -4.112, 4.970)
F (0.364, -4.127, 6.976)
F (2.817, -4.258, 4.778)
F (0.985, -5.605, 5.569)
O (-0.254, 1.619, 3.238)
O (-6.598, -0.418, -0.547)
O (9.081, 1.512, 2.367)
O (-2.086, -1.959, -4.828)
O (-4.221, -1.488, 4.468)
O (-3.622, -1.040, -9.032)
O (-2.465, -5.110, -7.005)
O (-2.782, 0.366, 5.265)
O (4.331, 1.818, -0.154)
N (-3.707, 0.392, -7.305)
N (-2.457, -3.983, -3.942)
N (-0.863, 0.302, 3.324)
N (-0.871, -3.545, -7.183)
N (10.617, 0.759, 0.916)
N (4.915, 0.412, 1.493)
C (1.969, -1.642, 1.922)
C (0.761, 3.973, 4.039)
C (-1.230, 2.634, 3.102)
C (-0.980, 5.079, 2.493)
C (0.922, -0.750, 2.047)
C (2.293, 1.662, 6.281)
C (-4.370, -2.654, -4.682)
C (-1.783, 0.112, 2.232)
C (5.820, -0.380, 2.304)
C (0.214, -0.631, 3.239)
C (11.875, 0.762, 0.194)
C (0.540, -1.428, 4.328)
C (-4.070, 1.247, -9.574)
C (2.269, -2.458, 2.995)
C (-1.631, -4.539, -7.698)
C (0.185, 0.172, 6.232)
C (-6.203, -1.276, 0.521)
C (-3.244, -5.129, -3.535)
C (1.540, -2.389, 4.178)
C (-6.552, -0.180, -2.902)
C (-0.697, 4.007, 3.570)
C (-4.028, -0.224, 1.410)
C (-3.514, -0.220, 0.116)
C (-1.648, -0.057, -1.490)
C (-3.783, 0.102, -8.629)
C (-2.886, -2.829, -4.491)
C (1.878, -3.405, 5.250)
C (-3.146, -0.014, 2.487)
C (10.175, 1.649, 1.843)
C (-0.329, 6.492, 0.561)
C (0.154, -2.758, -7.834)
C (-5.514, -0.473, 1.604)
C (-1.289, 0.084, 0.931)
C (-1.172, -0.086, -2.598)
C (-3.861, 1.680, -6.656)
C (6.653, 1.243, -0.014)
C (-6.860, -1.095, -1.740)
C (1.660, 0.294, 6.622)
C (-2.153, -0.059, -0.148)
C (0.670, -4.326, 5.702)
C (0.154, 5.410, 1.533)
C (-1.414, -4.907, -9.146)
C (11.087, 2.802, 2.190)
C (-0.177, -1.197, 5.628)
C (0.623, 4.188, 0.721)
C (5.208, 1.193, 0.419)
H (0.793, 3.610, 5.063)
H (0.104, -1.933, 6.374)
H (-0.725, -0.130, -3.558)
H (-2.952, 1.939, -6.111)
H (1.730, 2.128, 5.477)
H (-1.087, -3.340, -6.218)
H (-5.584, -2.093, 0.142)
H (-3.100, -5.327, -2.471)
H (-0.714, 7.354, 1.105)
H (-2.125, 2.390, 3.671)
H (1.397, 3.362, 3.411)
H (6.840, -0.280, 1.947)
H (-7.915, -1.364, -1.823)
H (-4.155, -0.360, -0.736)
H (-4.097, 0.853, -10.585)
H (-5.032, 1.706, -9.347)
H (-4.298, -4.951, -3.717)
H (5.788, -0.047, 3.343)
H (-1.250, -1.257, 5.489)
H (-2.939, -6.007, -4.103)
H (9.964, 0.014, 0.730)
H (3.935, 0.413, 1.734)
H (1.782, 0.129, 7.689)
H (0.278, -3.070, -8.866)
H (6.732, 1.908, -0.868)
H (-3.291, 2.008, -9.511)
H (-1.532, 2.732, 2.058)
H (-4.549, -1.683, -5.134)
H (-4.684, 1.650, -5.945)
H (-1.618, -4.053, -9.793)
H (-1.279, 4.303, 4.441)
H (-3.523, -1.884, 5.006)
H (-1.153, 6.101, -0.034)
H (-0.390, -5.245, -9.312)
H (-0.011, 4.082, -0.156)
H (12.434, -0.151, 0.402)
H (-6.233, -1.979, -1.862)
H (1.005, 5.847, 2.053)
H (2.514, -1.723, 0.995)
H (5.533, -1.434, 2.274)
H (-6.019, 0.489, 1.671)
H (-4.063, 2.455, -7.388)
H (-5.696, -0.987, 2.541)
H (1.652, 4.321, 0.400)
H (2.255, -0.455, 6.111)
H (7.281, 1.617, 0.796)
H (-2.097, -5.712, -9.399)
H (-7.105, -1.723, 0.945)
H (11.291, 3.413, 1.310)
H (-4.894, -2.698, -3.726)
H (1.108, -2.874, -7.316)
H (-1.252, 5.997, 3.019)
H (-0.407, 0.254, 7.146)
H (-1.457, -4.035, -3.832)
H (-0.144, 0.982, 5.588)
H (-3.022, 1.199, 5.691)
H (11.694, 0.818, -0.881)
H (3.069, -3.169, 2.874)
H (2.355, 2.319, 7.143)
H (7.001, 0.250, -0.304)
H (3.296, 1.512, 5.888)
H (-1.862, 4.804, 1.911)
H (-4.759, -3.427, -5.346)
H (0.476, 6.831, -0.086)
H (-0.120, -1.702, -7.818)
H (0.562, 3.274, 1.305)
H (-3.509, -0.413, -6.728)
H (10.591, 3.414, 2.936)
H (12.479, 1.613, 0.488)
H (1.150, 4.988, 4.082)
H (12.031, 2.442, 2.598)

***

Entry 6:
The following is a quantum chemistry calculation of a cluster of 3 separate species, C37H50F14NO9S in total at a distorted geometry, from the Open Molecules 2025 dataset.

As for the frontier orbital gap: 6.17 eV. The calculation puts the LUMO energy at -4.7 eV. For the highest occupied orbital energy, the calculation gives -10.908 eV. As for the charge: +1. Its largest force on an atom is 0.0896 Eh/bohr.

Element x y z (Å)
S (-5.560, 3.640, -2.140)
F (3.744, 1.520, -1.100)
F (3.611, 4.666, -1.175)
F (-0.821, 2.994, -2.653)
F (5.492, 2.784, -0.769)
F (1.715, 3.012, -2.376)
F (-1.029, 2.973, 0.898)
F (0.891, 1.553, -0.972)
F (1.753, 2.538, 1.051)
F (3.794, 4.405, 0.978)
F (-1.905, 1.766, -0.873)
F (-0.416, 4.872, -1.605)
F (1.277, 4.630, 0.586)
F (4.483, 1.922, 0.946)
F (-4.464, 3.375, -3.327)
O (-6.215, 0.327, -3.869)
O (-5.258, 4.931, -1.570)
O (6.014, -2.299, 6.093)
O (-8.013, 1.019, -2.732)
O (4.547, -1.259, 4.724)
O (5.253, -2.204, 0.251)
O (-6.870, 3.691, -2.745)
O (1.985, -3.559, -4.665)
O (2.330, -1.887, -6.149)
N (-4.589, 1.141, 1.060)
C (-2.729, 3.970, -0.423)
C (2.211, -1.913, -0.223)
C (1.518, -0.860, -6.742)
C (1.560, -2.670, -5.352)
C (-6.050, 0.998, -1.423)
C (3.359, 3.767, -0.172)
C (6.670, -0.217, 5.215)
C (1.032, 2.912, -1.187)
C (0.099, -1.392, -6.689)
C (1.822, 3.498, 0.050)
C (0.156, -2.796, -1.661)
C (-5.374, 2.250, -1.018)
C (-5.208, -0.046, 0.715)
C (-6.846, 0.797, -2.739)
C (-2.362, 0.728, 2.327)
C (-4.502, -2.532, 0.659)
C (6.057, -1.286, 0.992)
C (-1.626, 1.580, 3.459)
C (7.286, -1.971, 6.673)
C (-3.879, 1.156, 2.384)
C (3.035, -3.222, 0.063)
C (4.220, -2.809, 1.040)
C (-5.189, -1.353, 1.512)
C (-5.964, -0.123, -0.535)
C (5.610, -1.293, 5.278)
C (-2.111, -0.797, 2.756)
C (7.896, -0.945, 5.741)
C (0.122, -2.230, -5.424)
C (-4.624, 2.260, 0.236)
C (4.253, 2.470, -0.281)
C (-2.279, -3.094, -0.686)
C (1.478, -1.884, -1.612)
C (-1.503, 3.013, -0.392)
C (-0.831, -2.495, -0.471)
C (-3.421, -2.021, -0.371)
C (-0.400, 3.516, -1.436)
C (-3.880, 3.593, 0.580)
H (-1.740, 2.666, 3.227)
H (-1.873, 0.840, 1.334)
H (-0.547, 1.304, 3.389)
H (1.542, -1.694, 0.653)
H (1.850, -0.675, -7.763)
H (-2.367, -3.305, -1.789)
H (4.594, -3.691, 1.635)
H (-0.355, -2.520, -2.625)
H (0.501, -3.865, -1.686)
H (2.206, -2.265, -2.383)
H (-0.390, -2.936, 0.468)
H (-1.125, -0.784, 3.298)
H (7.118, -1.572, 7.677)
H (-2.890, -1.084, -0.072)
H (8.404, -1.450, 4.916)
H (-4.667, -1.336, 2.488)
H (-3.034, 4.092, -1.485)
H (6.815, 0.130, 4.194)
H (5.636, -0.993, 1.987)
H (3.529, -3.660, -0.836)
H (-1.970, -1.478, 1.887)
H (-5.305, -3.089, 0.117)
H (-6.491, -1.062, -0.822)
H (-4.681, 4.381, 0.614)
H (-3.973, -3.241, 1.353)
H (6.376, 0.609, 5.865)
H (-2.351, 4.978, -0.095)
H (-0.108, -1.636, -4.538)
H (-3.419, 3.608, 1.596)
H (-0.656, -0.606, -6.686)
H (-0.090, -2.035, -7.552)
H (8.619, -0.294, 6.231)
H (6.246, -0.339, 0.416)
H (-2.858, -1.157, 3.508)
H (-3.961, -1.798, -1.329)
H (-3.905, 2.178, 2.847)
H (-2.447, -4.069, -0.172)
H (-1.987, 1.297, 4.479)
H (1.640, 0.058, -6.160)
H (2.411, -3.944, 0.644)
H (-6.242, -1.693, 1.715)
H (-6.636, -0.505, -4.162)
H (2.959, -1.067, -0.236)
H (1.290, -0.813, -1.870)
H (7.073, -1.729, 1.191)
H (-4.416, 0.529, 3.143)
H (7.896, -2.870, 6.749)
H (3.787, -2.052, 1.749)
H (-0.545, -3.087, -5.499)
H (-0.818, -1.384, -0.317)

***

We obtain M values of 64.08; 213.30; 112.11; 83.09; 1099.20; 950.84 g mol⁻¹ for the records listed above, in that order.